# 1
ORCA calculation (wB97M-V/def2-TZVPD) on a structure of composition C5H5NO at a distorted geometry.

```
! RIJCOSX wB97M-V def2-TZVPD def2/J DEFGRID3
* xyz 0 1
O -0.419 -1.599 0.068
C -0.285 -0.413 0.948
C -0.939 0.762 0.312
C 1.008 0.263 0.439
C 0.052 0.868 -0.594
C -0.322 -1.324 -1.206
N -0.283 -1.355 -2.370
H -0.499 -0.786 1.954
H -1.638 1.475 0.703
H 1.829 -0.396 0.189
H 1.319 1.099 1.079
H 0.177 1.406 -1.522
*
```

The calculation puts the energy above the lowest of the compared OMol25 structures with the same formula, charge and spin at 95.8 kcal per mole.

***

# 2
ORCA calculation (wB97M-V/def2-TZVPD) on the molecule C5H5NO at a distorted geometry.

```
! RIJCOSX wB97M-V def2-TZVPD def2/J DEFGRID3
* xyz 0 1
O -1.912 1.491 -0.699
C -0.952 0.778 -0.578
C 0.082 0.748 0.459
C 0.110 -0.556 1.215
C 1.088 -0.313 0.105
C 0.752 -1.016 -1.204
N -0.404 -0.473 -1.529
H -1.019 -0.405 -2.312
H 0.365 1.681 0.921
H -0.689 -1.267 1.016
H 0.450 -0.518 2.244
H 2.129 -0.150 0.362
*
```

The calculation puts the energy above the lowest of the compared OMol25 structures with the same formula, charge and spin at 68.2 kcal per mole.

***

# 3
ORCA calculation (wB97M-V/def2-TZVPD) on the molecule C5H5NO at a distorted geometry.

```
! RIJCOSX wB97M-V def2-TZVPD def2/J DEFGRID3
* xyz 0 1
C 0.798 0.927 -0.091
N 1.695 -0.042 0.183
C 0.973 -1.344 -0.080
C -0.202 -0.908 -0.050
C -0.400 0.480 -0.039
C -1.840 0.432 0.039
O -1.609 -1.078 0.053
H 1.286 2.001 0.076
H 2.544 0.139 -0.423
H 1.666 -2.134 0.257
H -2.669 0.519 -0.854
H -2.242 1.008 0.927
*
```

Its structure (SMILES) is c1[nH]cc2c1CO2. The calculation puts the energy above the lowest of the compared OMol25 structures with the same formula, charge and spin at 117.7 kcal per mole.